Record 1
{"formula": "C4H13NO", "method": "wB97M-V/def2-TZVPD", "gap_ev": 10.48, "energy_ha": -290.1709, "fmax_ev_per_a": 0.7, "relative_energy_kj_mol": 68.3, "smiles": "CCO.CNC", "total_charge": 0, "spin_multiplicity": 1, "lumo_energy_ev": 1.011, "species": ["C", "C", "O", "H", "H", "H", "H", "H", "H", "C", "N", "C", "H", "H", "H", "H", "H", "H", "H"], "xyz": [[-1.2361, 2.9262, 0.9817], [-0.2602, 1.9532, 0.3597], [-0.4278, 0.6962, 1.0212], [-1.0326, 3.0350, 2.0603], [-2.2703, 2.5650, 0.8534], [-1.1479, 3.9171, 0.5053], [-0.4575, 1.8503, -0.7247], [0.7777, 2.3193, 0.4796], [0.2011, 0.0576, 0.6249], [0.5128, -1.3293, -1.6648], [1.0318, -1.4466, -0.3054], [0.4163, -2.5645, 0.4034], [-0.5541, -1.0556, -1.6077], [0.6062, -2.2615, -2.2471], [1.0538, -0.5276, -2.1951], [2.0474, -1.5993, -0.3492], [0.5076, -3.5230, -0.1348], [0.8862, -2.6720, 1.3955], [-0.6546, -2.3405, 0.5438]], "forces_ev_per_a": [[-0.2, 0.3, 0.1], [0.1, -0.4, 0.1], [0.3, 0.2, -0.4], [-0.1, -0.1, -0.4], [0.4, 0.1, 0.1], [-0.1, -0.3, 0.2], [0.1, 0.0, 0.3], [-0.3, -0.1, 0.0], [-0.1, 0.1, 0.1], [-0.1, 0.3, -0.2], [0.6, -0.2, -0.1], [-0.1, 0.0, 0.4], [0.4, -0.1, -0.1], [-0.1, 0.1, 0.1], [-0.3, -0.3, 0.2], [-0.6, 0.2, 0.1], [0.0, 0.2, 0.1], [-0.3, 0.0, -0.4], [0.4, -0.1, 0.0]]}

***

Record 2
{"formula": "C4H13NO", "method": "wB97M-V/def2-TZVPD", "gap_ev": 9.40, "energy_ha": -290.1571, "fmax_ev_per_a": 2.8, "relative_energy_kj_mol": 104.5, "smiles": "CC[C@H](C)N.O", "total_charge": 0, "spin_multiplicity": 1, "lumo_energy_ev": 0.916, "species": ["C", "C", "C", "C", "N", "H", "H", "H", "H", "H", "H", "H", "H", "H", "H", "H", "O", "H", "H"], "xyz": [[2.3757, -0.7910, 1.3194], [1.9345, 0.2098, 0.2049], [0.4932, -0.0570, -0.2271], [0.1272, 0.2999, -1.6827], [-0.5356, 0.6149, 0.6368], [2.5896, -0.1013, 2.1378], [1.6520, -1.5301, 1.6534], [3.2528, -1.3977, 1.0678], [2.4795, 0.0542, -0.7334], [2.0770, 1.1798, 0.6631], [0.1676, -1.1036, -0.0988], [-0.6719, 1.0541, -1.7305], [0.9018, 0.6830, -2.3349], [-0.2948, -0.5627, -2.2103], [-0.1246, 0.9594, 1.4946], [-1.4386, 0.1879, 0.7442], [-4.6547, -0.0351, -0.1744], [-4.8011, 0.7181, -0.7332], [-5.5298, -0.3824, 0.0034]], "forces_ev_per_a": [[0.5, 0.7, -0.1], [-0.9, -2.1, -0.2], [-2.8, 0.1, 0.2], [-0.7, 0.1, -0.6], [1.6, 1.2, 0.1], [0.4, -0.8, 0.5], [-0.5, 0.3, -0.2], [0.1, 0.5, 0.0], [0.5, 0.4, 0.5], [-0.1, 0.6, -0.7], [1.3, -0.1, -0.3], [0.3, -0.1, 0.3], [0.6, 0.0, 0.1], [0.2, -0.1, 0.1], [-0.5, -0.3, 0.1], [0.1, -0.3, 0.1], [0.2, -0.5, 0.4], [0.0, 0.6, -0.4], [-0.2, -0.1, 0.1]]}

***

Record 3
{"formula": "C4H13NO2", "method": "wB97M-V/def2-TZVPD", "gap_ev": 8.49, "energy_ha": -365.4039, "fmax_ev_per_a": 1.7, "relative_energy_kj_mol": 101.2, "smiles": "C=C(C)NC.O.O", "total_charge": 0, "spin_multiplicity": 1, "lumo_energy_ev": 0.684, "species": ["C", "C", "C", "N", "C", "H", "H", "H", "H", "H", "H", "H", "H", "H", "O", "H", "H", "O", "H", "H"], "xyz": [[-0.7500, -1.9140, -0.1063], [0.3521, -1.1541, -0.2710], [1.7344, -1.5847, 0.1372], [0.2253, 0.1825, -0.5961], [1.2610, 1.2085, -0.5393], [-0.6671, -2.9935, -0.0174], [-1.7392, -1.4881, -0.0220], [1.7166, -2.6792, 0.1646], [2.1123, -1.2789, 1.1141], [2.3784, -1.2522, -0.6847], [-0.5350, 0.4412, -1.2034], [2.0621, 0.9925, -1.2480], [1.7741, 1.1933, 0.4329], [0.7546, 2.1699, -0.5854], [-2.3097, 1.8518, -0.9415], [-2.2393, 1.6211, -0.0095], [-2.1008, 2.7926, -0.9192], [-1.6913, 0.8160, 1.6827], [-1.1232, 0.2820, 1.1034], [-1.2153, 0.7932, 2.5090]], "forces_ev_per_a": [[0.5, -0.5, 0.0], [-0.4, 0.5, 1.5], [-0.2, -1.0, -1.4], [-0.1, 0.7, -0.2], [0.2, -1.2, 1.0], [0.1, 0.2, 0.3], [-0.1, 0.0, -0.6], [0.2, 0.1, -0.1], [-0.3, 0.5, -0.2], [0.5, -0.2, 0.5], [-0.2, -0.1, 0.1], [-0.1, 0.7, -0.5], [-0.3, 0.0, 0.0], [0.3, 0.1, -0.6], [0.1, 0.4, -0.1], [-0.1, -0.2, 0.4], [-0.1, 0.0, -0.3], [0.1, -0.2, -0.4], [0.0, 0.0, -0.1], [0.0, 0.2, 0.5]]}

***

Record 4
{"formula": "C4H13NO2", "method": "wB97M-V/def2-TZVPD", "gap_ev": 9.48, "energy_ha": -365.3306, "fmax_ev_per_a": 4.4, "relative_energy_kj_mol": 293.9, "smiles": "C/C=C/CN.O.O", "total_charge": 0, "spin_multiplicity": 1, "lumo_energy_ev": 0.576, "species": ["C", "C", "C", "C", "N", "H", "H", "H", "H", "H", "H", "H", "H", "H", "O", "H", "H", "O", "H", "H"], "xyz": [[1.8574, 1.6312, -1.3034], [1.5969, 0.3858, -0.5202], [0.5315, -0.4053, -0.3050], [0.6218, -2.0027, -0.1159], [-0.6118, -2.4900, -0.7746], [2.2000, 1.4074, -2.3383], [0.8576, 2.1324, -1.3870], [2.5892, 2.3433, -0.7145], [2.4670, -0.2081, -0.4056], [-0.4547, 0.2897, -0.5576], [1.5505, -2.1874, -0.6863], [0.5675, -2.1059, 1.0256], [-1.2868, -1.8806, -0.4063], [-0.5570, -3.5495, -0.7772], [-2.7364, 2.6906, 0.4251], [-2.7708, 2.8102, 1.3438], [-2.0476, 3.2444, 0.1185], [-1.4775, -1.0648, 2.3947], [-0.9987, -0.4280, 1.8671], [-1.8982, -0.6129, 3.1171]], "forces_ev_per_a": [[-0.9, 1.8, 1.5], [0.3, -2.3, -0.6], [-1.6, 2.8, -1.4], [-1.4, 3.6, 0.7], [3.9, -2.0, -0.7], [0.1, 0.1, 0.9], [0.9, 0.1, -0.2], [-1.3, -1.3, -1.5], [1.5, -0.3, 0.3], [1.6, -2.6, 0.8], [-0.5, -0.8, 0.9], [0.8, -0.7, -1.6], [-2.0, -0.6, 0.5], [-1.4, 2.1, 0.4], [-0.9, -1.2, -1.5], [-0.1, 0.3, 2.0], [1.1, 0.9, -0.5], [0.1, -0.9, -0.3], [0.1, 0.5, 0.0], [-0.1, 0.5, 0.3]]}

***

Record 5
{"formula": "C4H13NO2", "method": "wB97M-V/def2-TZVPD", "gap_ev": 9.39, "energy_ha": -365.3588, "fmax_ev_per_a": 4.4, "relative_energy_kj_mol": 219.7, "smiles": "CN[C@@H](C)CO.O", "total_charge": 0, "spin_multiplicity": 1, "lumo_energy_ev": 0.581, "species": ["C", "N", "C", "C", "C", "O", "H", "H", "H", "H", "H", "H", "H", "H", "H", "H", "H", "O", "H", "H"], "xyz": [[1.7823, 0.7611, 0.1173], [0.3858, 0.7592, -0.2683], [-0.2236, 0.0435, -1.3862], [0.6092, 0.4952, -2.6071], [-0.3271, -1.4861, -1.1342], [-0.9734, -1.9825, 0.0961], [1.9407, 0.7201, 1.2160], [2.1451, -0.2955, -0.2085], [2.3495, 1.6761, -0.1918], [0.1195, 1.7661, -0.2814], [-1.2970, 0.2984, -1.2699], [0.0528, 1.2987, -3.3067], [1.4687, 1.0646, -2.3687], [0.9586, -0.2967, -3.3255], [0.6451, -2.0328, -1.1982], [-1.0336, -1.8042, -2.0074], [-0.6517, -1.3446, 0.7624], [-1.3064, 0.9628, 4.4069], [-1.3334, 1.1163, 3.4381], [-0.8705, 1.7946, 4.6571]], "forces_ev_per_a": [[0.7, -2.4, -0.1], [-1.2, 2.4, 2.3], [1.0, 0.0, 1.5], [-2.4, 0.3, -3.7], [-0.7, -1.6, -1.4], [1.0, 2.1, -1.1], [-0.5, 0.1, -0.4], [0.3, 2.1, 0.1], [-0.1, -1.1, -0.5], [-0.3, -1.4, -0.1], [0.6, 0.6, -0.9], [0.7, -1.9, 1.5], [0.9, 0.2, 0.9], [-0.6, 0.4, 0.7], [-0.6, 0.5, -0.3], [1.5, 0.1, 1.5], [-0.3, -0.4, 0.0], [0.4, 1.0, -1.1], [-0.2, -0.6, 0.6], [-0.2, -0.4, 0.4]]}

***

Record 6
{"formula": "C4H13NO2", "method": "wB97M-V/def2-TZVPD", "gap_ev": 10.90, "energy_ha": -365.4157, "fmax_ev_per_a": 1.2, "relative_energy_kj_mol": 70.2, "smiles": "COC[C@H](C)N.O", "total_charge": 0, "spin_multiplicity": 1, "lumo_energy_ev": 0.845, "species": ["C", "O", "C", "C", "C", "N", "H", "H", "H", "H", "H", "H", "H", "H", "H", "H", "H", "O", "H", "H"], "xyz": [[-23.5595, 30.0434, 0.0749], [-22.8669, 29.9887, 1.3187], [-22.6944, 28.6965, 1.8186], [-21.7883, 28.7796, 3.0318], [-20.3666, 29.1832, 2.7063], [-21.7168, 27.4374, 3.6787], [-23.1196, 29.3427, -0.6387], [-23.4031, 31.0533, -0.2997], [-24.6265, 29.8648, 0.2214], [-23.6372, 28.2373, 2.1441], [-22.1799, 28.0168, 1.1199], [-22.2221, 29.5531, 3.6802], [-19.7861, 29.3534, 3.6086], [-20.3910, 30.1010, 2.1088], [-19.8964, 28.4670, 2.0280], [-22.5531, 27.2195, 4.2205], [-21.0204, 27.5585, 4.4136], [-21.7515, 25.0837, 2.2058], [-21.8400, 24.5057, 2.9676], [-21.6904, 25.9908, 2.5874]], "forces_ev_per_a": [[0.5, 0.2, 0.5], [-0.1, 0.1, -0.4], [0.6, -0.6, 0.4], [-0.1, -0.2, 0.5], [-0.3, 0.6, -1.1], [-0.1, 0.9, 0.7], [-0.2, -0.1, 0.0], [-0.2, 0.0, -0.1], [0.0, -0.2, -0.1], [-0.1, 0.0, -0.3], [-0.4, 0.1, -0.3], [0.0, -0.2, 0.2], [0.2, -0.1, 0.0], [0.0, 0.1, 0.4], [0.1, -0.3, 0.4], [-0.2, 0.2, -0.4], [0.2, -0.4, -0.2], [0.0, 0.2, -0.2], [0.0, 0.0, 0.0], [0.1, -0.5, 0.1]]}